[1]
ORCA calculation (ωB97M-V/def2-TZVPD) on one molecule with the formula C5H9NO2 at a distorted geometry.

Results
LUMO = 0.85 eV
HOMO-LUMO gap = 9.889 eV
Highest occupied orbital energy = -9.04 eV
Structure (SMILES) = CC(=O)C(=O)[C@H](C)N
Energy above the lowest of the compared OMol25 structures with the same formula, charge and spin = 117.9 kJ/mol

```
! wB97M-V def2-TZVPD RIJCOSX def2/J DEFGRID3
* xyz 0 1
C 1.804 0.114 1.196
C 1.475 -0.262 -0.219
O 2.060 0.133 -1.200
C 0.302 -1.206 -0.318
O 0.301 -2.402 -0.293
C -1.039 -0.351 -0.382
C -0.984 0.800 -1.377
N -1.286 0.137 0.962
H 2.755 0.639 1.240
H 1.000 0.751 1.563
H 1.850 -0.772 1.827
H -1.799 -1.079 -0.713
H -0.326 1.586 -1.014
H -0.626 0.451 -2.341
H -1.980 1.220 -1.509
H -1.995 0.861 0.984
H -1.511 -0.621 1.596
*
```

***

[2]
ORCA calculation (ωB97M-V/def2-TZVPD) on I4V as an isolated structure.

Results
LUMO (spin up / spin down) = 1.73 / 2.76 eV
HOMO-LUMO gap (spin up / spin down) = 7.434 / 8.451 eV
Highest occupied orbital energy (spin up / spin down) = -5.71 / -5.69 eV
Energy above the lowest of the compared OMol25 structures with the same formula, charge and spin = 0.0 kJ/mol

```
! wB97M-V def2-TZVPD RIJCOSX def2/J DEFGRID3
* xyz -1 3
V -0.118 -0.008 -0.024
I -1.973 -1.694 -0.795
I 2.302 -1.221 -0.131
I -0.546 0.774 2.559
I 0.335 2.148 -1.608
*
```

***

[3]
ORCA calculation (ωB97M-V/def2-TZVPD) on C62H55FGeO5P3Rb as an isolated structure at a distorted geometry.

Results
LUMO = 0.33 eV
HOMO-LUMO gap = 7.567 eV
Highest occupied orbital energy = -7.23 eV
Energy above the lowest of the compared OMol25 structures with the same formula, charge and spin = 180.3 kJ/mol

```
! wB97M-V def2-TZVPD RIJCOSX def2/J DEFGRID3
* xyz 0 1
Rb -0.634 0.997 -1.514
F 0.682 0.142 0.277
Ge 0.909 -0.542 1.844
C -0.062 0.370 3.233
C 0.242 -0.127 4.508
C -0.347 0.395 5.649
C -1.267 1.427 5.539
C -1.600 1.914 4.286
C -1.019 1.398 3.126
P -1.527 2.025 1.478
C -1.799 3.820 1.763
C -0.670 4.592 2.052
C -0.779 5.965 2.204
C -2.011 6.592 2.048
C -3.132 5.834 1.754
C -3.028 4.452 1.621
C -3.210 1.382 1.226
C -3.898 0.556 2.105
C -5.165 0.080 1.777
C -5.757 0.434 0.576
C -5.072 1.255 -0.316
C -3.804 1.713 0.000
C 0.385 -2.410 1.801
C 1.112 -3.227 2.678
C 0.907 -4.599 2.728
C -0.018 -5.185 1.877
C -0.741 -4.389 1.003
C -0.571 -3.006 0.961
P -1.509 -1.964 -0.229
C -3.234 -2.579 -0.087
C -4.106 -2.328 -1.149
C -5.428 -2.737 -1.091
C -5.916 -3.381 0.040
C -5.068 -3.602 1.115
C -3.737 -3.205 1.050
C -0.981 -2.731 -1.833
C -1.550 -3.903 -2.335
C -1.100 -4.467 -3.518
C -0.066 -3.870 -4.229
C 0.507 -2.701 -3.752
C 0.051 -2.140 -2.566
C 2.813 -0.498 2.083
C 3.391 0.239 3.120
C 4.772 0.332 3.240
C 5.589 -0.293 2.299
C 5.011 -1.007 1.260
C 3.626 -1.129 1.153
P 2.813 -2.060 -0.213
C 3.383 -3.783 0.022
C 4.212 -4.228 1.047
C 4.490 -5.582 1.204
C 3.948 -6.515 0.333
C 3.115 -6.082 -0.693
C 2.832 -4.734 -0.839
C 3.728 -1.493 -1.687
C 4.709 -2.222 -2.349
C 5.304 -1.724 -3.503
C 4.929 -0.485 -4.002
C 3.946 0.252 -3.349
C 3.347 -0.253 -2.207
H 0.957 -0.935 4.623
H -0.086 0.000 6.623
H -1.730 1.845 6.423
H -2.325 2.715 4.197
H 0.302 4.119 2.144
H 0.103 6.550 2.432
H -2.091 7.667 2.150
H -4.095 6.311 1.627
H -3.916 3.874 1.398
H -3.451 0.271 3.050
H -5.684 -0.574 2.467
H -6.739 0.057 0.324
H -5.515 1.526 -1.265
H -3.281 2.351 -0.709
H 1.882 -2.796 3.308
H 1.491 -5.209 3.404
H -0.167 -6.256 1.885
H -1.458 -4.857 0.338
H -3.742 -1.823 -2.038
H -6.081 -2.546 -1.933
H -6.948 -3.704 0.083
H -5.435 -4.094 2.007
H -3.088 -3.395 1.897
H -2.369 -4.373 -1.804
H -1.562 -5.374 -3.887
H 0.283 -4.307 -5.155
H 1.307 -2.216 -4.296
H 0.523 -1.226 -2.226
H 2.764 0.767 3.826
H 5.208 0.902 4.051
H 6.666 -0.210 2.368
H 5.643 -1.472 0.510
H 4.647 -3.521 1.743
H 5.137 -5.905 2.010
H 4.168 -7.568 0.452
H 2.674 -6.799 -1.374
H 2.151 -4.417 -1.627
H 5.010 -3.192 -1.968
H 6.063 -2.307 -4.009
H 5.394 -0.099 -4.900
H 3.627 1.212 -3.736
H 2.568 0.326 -1.718
C 2.359 4.912 -1.709
C 1.017 4.220 -1.769
O 0.990 3.018 -1.454
C -0.169 4.956 -2.180
C -0.066 6.369 -2.289
C -1.140 7.160 -2.580
C -2.389 6.532 -2.786
C -2.539 5.179 -2.718
C -1.433 4.315 -2.430
O -1.579 3.048 -2.424
H 3.114 4.160 -1.493
H 2.381 5.671 -0.925
H 2.593 5.414 -2.648
H 0.893 6.836 -2.109
H -1.040 8.234 -2.639
H -3.259 7.142 -3.006
H -3.500 4.710 -2.886
O 0.691 1.499 -3.941
H 0.558 2.078 -3.169
H 0.607 2.100 -4.690
O -1.997 0.430 -3.572
H -1.072 0.592 -3.821
H -2.265 1.309 -3.247
O 1.961 2.555 1.391
H 2.910 2.660 1.293
H 1.617 2.602 0.489
*
```

***

[4]
ORCA calculation (ωB97M-V/def2-TZVPD) on a 2-piece molecular cluster, C4H5N3 overall at a distorted geometry.

Results
LUMO = -0.62 eV
HOMO-LUMO gap = 10.588 eV
Highest occupied orbital energy = -11.21 eV
Energy above the lowest of the compared OMol25 structures with the same formula, charge and spin = 282.8 kJ/mol

```
! wB97M-V def2-TZVPD RIJCOSX def2/J DEFGRID3
* xyz 0 1
C 1.227 0.838 -0.508
N -0.095 0.289 -0.306
C -0.642 0.241 0.834
C -1.659 -3.030 -1.390
N -1.294 -1.918 -1.498
C -0.072 0.762 2.064
N 0.357 1.162 3.065
H 1.625 1.370 0.364
H 1.190 1.502 -1.375
H 1.887 0.001 -0.762
H -0.909 -0.972 -1.418
H -1.614 -0.244 0.931
*
```

***

[5]
ORCA calculation (ωB97M-V/def2-TZVPD) on one molecule with the formula C3H5N3S at a distorted geometry.

Results
LUMO = -0.24 eV
HOMO-LUMO gap = 7.832 eV
Highest occupied orbital energy = -8.07 eV
Structure (SMILES) = NN1C=NC(=S)C1
Energy above the lowest of the compared OMol25 structures with the same formula, charge and spin = 197.9 kJ/mol

```
! wB97M-V def2-TZVPD RIJCOSX def2/J DEFGRID3
* xyz 0 1
N -0.772 1.213 1.307
N -0.334 0.386 0.249
C -0.944 0.468 -0.918
N -0.376 -0.365 -1.819
C 0.647 -0.976 -1.228
S 1.685 -2.105 -1.854
C 0.764 -0.538 0.252
H -1.324 0.615 1.948
H 0.070 1.634 1.694
H -1.750 1.165 -1.126
H 0.611 -1.382 0.943
H 1.724 -0.114 0.551
*
```

***

[6]
ORCA calculation (ωB97M-V/def2-TZVPD) on one molecule with the formula C5H6IN at a distorted geometry.

Results
LUMO (spin up / spin down) = -0.84 / 0.19 eV
HOMO-LUMO gap (spin up / spin down) = 6.803 / 8.016 eV
Highest occupied orbital energy (spin up / spin down) = -7.64 / -7.83 eV
Energy above the lowest of the compared OMol25 structures with the same formula, charge and spin = 542.2 kJ/mol

```
! wB97M-V def2-TZVPD RIJCOSX def2/J DEFGRID3
* xyz 0 1
C -0.997 0.707 -0.145
C 1.484 1.323 0.095
C -1.130 -0.553 0.084
C 2.089 0.173 -0.074
C -1.331 -1.958 -0.009
N 0.139 1.621 0.008
I 4.059 -0.377 0.002
H -1.885 1.404 -0.528
H 1.844 2.337 0.415
H -0.377 -2.470 0.230
H -2.003 -2.372 0.707
H -1.690 -2.346 -0.985
H -0.202 2.510 0.200
*
```

***

[7]
ORCA calculation (ωB97M-V/def2-TZVPD) on a 5-piece molecular cluster, C48H37Br2F4IO18 overall at a distorted geometry.

Results
LUMO = -2.01 eV
HOMO-LUMO gap = 6.760 eV
Highest occupied orbital energy = -8.77 eV
Structure (SMILES) = CCCc1c(C[C@@H](C)I)cc2c(c1CC[C@](F)(Br)C(F)(F)Br)C(=O)c1cc(F)ccc1C2=O.O=C1C=C(O)C(=O)C=C1O.O=C1C=C(O)C(=O)C=C1O.O=C1C=C(O)C(=O)C=C1O.O=C1C=C(O)C(=O)C=C1O
Energy above the lowest of the compared OMol25 structures with the same formula, charge and spin = 767.3 kJ/mol

```
! wB97M-V def2-TZVPD RIJCOSX def2/J DEFGRID3
* xyz 0 1
C 6.047 -0.825 0.592
C 4.854 -0.540 -0.492
C 3.513 -1.137 0.156
C 2.162 -0.412 -0.290
C 1.631 -0.738 -1.740
C 2.351 -1.722 -2.767
C 3.392 -1.032 -3.771
C 3.521 -2.041 -5.054
I 2.782 0.897 -4.570
C 0.285 -0.092 -2.202
C -0.510 0.848 -1.273
C 0.039 1.210 0.162
C 1.391 0.578 0.665
C 1.917 0.950 2.145
C 3.405 1.576 2.173
C 3.480 3.165 2.012
F 4.824 3.543 2.435
Br 2.258 4.163 3.237
C 3.383 3.671 0.456
F 3.433 2.605 -0.480
F 4.545 4.487 0.181
Br 1.823 4.859 0.096
C -0.871 2.184 1.020
O -0.482 3.145 1.729
C -2.469 1.950 0.936
C -3.382 2.088 2.176
C -4.900 1.887 1.959
F -5.753 2.034 3.101
C -5.459 1.532 0.537
C -4.525 1.399 -0.719
C -2.995 1.612 -0.512
C -1.927 1.485 -1.718
O -2.191 1.815 -2.899
H 6.990 -0.229 0.348
H 5.693 -0.740 1.673
H 6.326 -1.939 0.429
H 4.818 0.590 -0.635
H 5.145 -1.134 -1.420
H 3.403 -2.253 -0.125
H 3.539 -1.124 1.312
H 1.519 -2.244 -3.373
H 2.879 -2.545 -2.154
H 4.453 -0.918 -3.373
H 4.008 -1.416 -5.887
H 4.225 -2.877 -4.736
H 2.489 -2.402 -5.399
H -0.137 -0.334 -3.231
H 1.982 -0.065 2.698
H 1.136 1.554 2.735
H 3.845 1.338 3.232
H 4.138 1.123 1.426
H -2.887 2.369 3.175
H -6.596 1.389 0.434
H -4.982 1.146 -1.728
O -6.905 0.270 -2.112
C -7.725 0.353 -3.013
C -8.036 1.622 -3.678
C -8.952 1.674 -4.648
O -9.249 2.844 -5.276
C -9.689 0.455 -5.087
O -10.531 0.543 -5.963
C -9.360 -0.819 -4.438
C -8.443 -0.871 -3.470
O -8.125 -2.047 -2.860
H -7.496 2.499 -3.348
H -9.938 2.619 -5.932
H -9.890 -1.699 -4.777
H -7.441 -1.821 -2.200
O 4.700 -4.422 7.169
C 4.377 -3.394 6.602
C 4.462 -2.080 7.248
C 4.083 -0.977 6.598
O 4.159 0.250 7.184
C 3.559 -1.039 5.204
O 3.204 -0.012 4.646
C 3.496 -2.349 4.549
C 3.879 -3.452 5.198
O 3.829 -4.674 4.603
H 4.841 -2.049 8.260
H 3.827 0.880 6.514
H 3.131 -2.378 3.531
H 4.155 -5.304 5.276
O -5.964 3.584 6.073
C -7.150 3.765 6.284
C -7.687 5.069 6.687
C -8.991 5.223 6.926
O -9.504 6.429 7.299
C -9.944 4.085 6.797
O -11.127 4.259 7.041
C -9.412 2.787 6.371
C -8.109 2.633 6.128
O -7.601 1.435 5.730
H -6.984 5.886 6.780
H -10.463 6.279 7.412
H -10.118 1.974 6.264
H -6.640 1.583 5.622
O 6.144 -2.990 -5.723
C 6.866 -3.711 -6.393
C 6.714 -3.844 -7.845
C 7.512 -4.657 -8.540
O 7.385 -4.788 -9.889
C 8.579 -5.456 -7.873
O 9.277 -6.202 -8.537
C 8.746 -5.306 -6.423
C 7.950 -4.491 -5.729
O 8.095 -4.338 -4.383
H 5.935 -3.260 -8.317
H 8.073 -5.430 -10.154
H 9.535 -5.878 -5.954
H 7.403 -3.701 -4.118
*
```

***

[8]
ORCA calculation (ωB97M-V/def2-TZVPD) on C39H49F4N6OPSTaTe as an isolated structure.

Results
LUMO = -8.94 eV
HOMO-LUMO gap = 7.118 eV
Highest occupied orbital energy = -16.06 eV
Energy above the lowest of the compared OMol25 structures with the same formula, charge and spin = 0.0 kJ/mol

```
! wB97M-V def2-TZVPD RIJCOSX def2/J DEFGRID3
* xyz 3 1
Ta -0.074 -0.094 -0.244
C -0.484 3.193 0.646
N 0.297 1.998 1.065
C 1.708 2.457 1.138
C -0.115 1.640 2.447
C -1.415 0.888 2.390
N -1.234 -0.168 1.377
C -2.005 -1.346 1.589
C -1.430 -2.586 1.357
F -0.170 -2.591 0.830
C -2.072 -3.777 1.610
F -1.443 -4.916 1.339
C -3.355 -3.768 2.123
C -3.964 -2.546 2.344
F -5.199 -2.492 2.805
C -3.313 -1.350 2.067
F -3.956 -0.196 2.247
H -0.301 4.002 1.356
H -1.550 2.987 0.623
H -0.149 3.520 -0.334
H 1.769 3.345 1.772
H 2.072 2.703 0.145
H 2.319 1.684 1.590
H -0.196 2.539 3.064
H 0.664 1.007 2.877
H -2.252 1.535 2.122
H -1.646 0.445 3.359
H -3.878 -4.691 2.340
S 1.455 2.597 -3.647
C 2.835 1.767 -3.093
C 2.569 0.983 -2.006
C 1.207 1.044 -1.585
C 0.500 1.891 -2.417
C -0.930 2.068 -2.254
C -1.733 2.944 -2.975
C -3.089 2.987 -2.715
C -3.629 2.147 -1.740
C -2.784 1.313 -1.052
N -1.457 1.277 -1.292
H 3.779 1.897 -3.599
H 3.343 0.383 -1.549
H -1.290 3.584 -3.726
H -3.727 3.670 -3.261
H -4.686 2.153 -1.513
H -3.155 0.658 -0.273
C 4.075 0.016 1.171
Te 2.426 -1.283 0.768
C 2.163 -1.406 2.887
C 3.092 -0.367 3.466
C 3.054 -0.095 4.832
C 3.932 0.822 5.383
C 4.858 1.471 4.575
C 4.901 1.207 3.217
C 4.017 0.288 2.656
H 4.001 0.918 0.568
H 4.966 -0.535 0.874
H 2.431 -2.420 3.181
H 1.116 -1.236 3.130
H 2.345 -0.614 5.467
H 3.901 1.025 6.444
H 5.550 2.182 5.006
H 5.627 1.710 2.591
O -0.655 -1.385 -1.514
P -1.147 -2.473 -2.585
N -2.432 -3.186 -1.920
C -2.715 -4.648 -2.041
C -4.142 -4.771 -1.513
C -4.782 -3.429 -1.865
C -3.663 -2.432 -1.580
N -1.531 -1.686 -3.932
C -0.604 -0.756 -4.627
C -0.957 -0.936 -6.100
C -2.455 -1.233 -6.057
C -2.594 -2.171 -4.863
N 0.071 -3.494 -2.812
C 0.422 -4.048 -4.157
C 1.455 -5.129 -3.833
C 1.073 -5.587 -2.428
C 0.731 -4.273 -1.738
H -2.005 -5.229 -1.456
H -2.654 -4.964 -3.084
H -4.127 -4.911 -0.431
H -4.661 -5.621 -1.949
H -5.679 -3.217 -1.286
H -5.052 -3.403 -2.922
H -3.646 -2.155 -0.521
H -3.735 -1.518 -2.172
H 0.438 -0.993 -4.399
H -0.810 0.266 -4.304
H -0.414 -1.784 -6.521
H -0.711 -0.055 -6.689
H -2.828 -1.687 -6.971
H -3.020 -0.315 -5.881
H -2.406 -3.205 -5.159
H -3.574 -2.116 -4.392
H 0.822 -3.267 -4.802
H -0.459 -4.480 -4.634
H 2.458 -4.701 -3.831
H 1.436 -5.932 -4.566
H 1.869 -6.128 -1.920
H 0.192 -6.232 -2.463
H 1.643 -3.760 -1.421
H 0.077 -4.389 -0.874
*
```

***

energy above the lowest of the compared OMol25 structures with the same formula, charge and spin of number 2 (I4V)?
0.0 kJ/mol